[1]
The following is a quantum chemistry calculation of C2H9P3 in the gas phase, from OMol25.

XYZ file:
```
14
Properties=species:S:1:pos:R:3:forces:R:3
C -0.317 -0.331 -1.309 -2.0194 3.2679 1.0267
C 0.229 -0.047 0.120 -3.4143 -0.2119 0.5797
P 0.949 -1.452 1.114 0.4149 0.8518 0.5404
P 1.447 1.291 0.176 1.9377 -1.4189 1.6925
P -1.519 0.582 1.264 2.1916 1.1930 -1.5774
H -0.752 0.713 -1.773 1.1178 -2.7659 0.8919
H 0.416 -0.751 -1.873 2.8086 -0.4701 -2.0924
H -1.045 -1.125 -1.425 -0.8184 0.2035 0.7818
H 0.442 -2.503 0.407 -0.5531 -0.8850 -0.6782
H 2.227 -1.559 0.485 -0.2237 0.1361 -0.0336
H 0.638 2.331 0.031 -1.4869 1.8610 -0.1598
H 1.476 1.332 1.681 0.0598 0.1742 -1.5213
H -1.758 1.869 0.379 0.0586 -2.2251 1.0007
H -2.433 -0.350 0.720 -0.0733 0.2894 -0.4508
```
Positions in Å, forces in eV/Å.

Output
* 2S+1: 1
* frontier orbital gap: 9.54 eV
* E_tot: -30083.13628 eV
* charge: 0
* ΔE to the lowest compared entry with this formula, charge and spin: 32.22 kcal per mole
* LUMO energy: 0.6581 eV
* max |F|: 4.0 eV/Å

Okay, here come the Löwdin numbers, in e, for every atom: -0.2616, -1.2672, 0.7010, 0.7106, 0.6781, 0.1173, 0.0052, 0.0489, -0.1406, -0.1074, -0.1768, -0.0613, -0.0799, -0.1663

***

[2]
The following is a quantum chemistry calculation of C28H31N5O3S in the gas phase, from OMol25.

XYZ file:
```
68
Properties=species:S:1:pos:R:3:forces:R:3
C -0.822 -7.310 -3.087 0.0996 0.1891 -0.0344
C -0.070 -6.007 -3.320 -0.2751 -0.3130 0.1538
C -0.589 -4.897 -2.417 0.4130 -0.0535 -0.4795
O -1.491 -5.044 -1.628 -0.2462 -0.0883 0.2167
N 0.084 -3.721 -2.616 0.2855 0.0505 -0.2469
C -0.024 -2.527 -1.907 -0.1383 0.4282 0.2250
C -1.016 -2.303 -0.957 -0.1945 -0.0965 -0.0529
C -1.012 -1.134 -0.224 0.2186 0.2304 -0.2253
C -0.025 -0.178 -0.427 0.0091 -0.3953 -0.4132
N -0.019 1.011 0.353 -0.4166 -0.0160 -0.1734
C 0.939 1.373 1.222 0.3757 -0.0827 0.2491
O 0.981 2.488 1.727 0.2587 -0.1102 0.1693
C 2.018 0.389 1.708 0.0560 0.3859 0.2333
N 2.121 -0.932 1.174 0.1474 -0.2502 0.1399
C 3.048 -1.382 0.280 0.1669 -0.2055 0.0404
N 2.925 -2.633 -0.031 0.5186 -0.1412 -0.3488
C 1.846 -3.081 0.691 -0.3360 0.4909 0.4716
C 1.243 -4.333 0.735 0.0487 0.1119 0.0177
C 0.152 -4.490 1.561 -0.0278 -0.1720 -0.0716
C -0.330 -3.441 2.347 -0.0680 0.1082 0.1035
C 0.251 -2.190 2.319 0.0662 0.1332 0.1528
C 1.334 -2.019 1.473 0.0922 -0.6334 -0.0711
C -1.118 1.942 0.045 -0.1609 0.3308 -0.1187
C -0.651 2.990 -0.994 -0.2341 -0.4159 0.4122
O -1.033 2.921 -2.146 -0.1275 -0.0201 -0.4033
N 0.184 3.905 -0.493 0.3828 0.3927 0.2161
C 0.835 4.967 -1.261 0.0219 0.0923 -0.3051
C 1.673 5.776 -0.273 -0.1542 -0.1668 -0.1451
C 1.729 4.339 -2.335 -0.1601 0.0622 0.1032
C -0.229 5.854 -1.910 0.1038 -0.1554 0.0263
C -1.714 2.533 1.289 -0.2202 0.2201 0.0316
C -1.942 1.775 2.468 -0.0943 0.0584 0.0506
C -2.525 2.499 3.453 -0.1335 0.3237 0.0202
S -2.827 4.119 2.968 0.1648 -0.3826 -0.1795
C -2.152 3.814 1.419 -0.2085 -0.0373 0.2478
C 0.909 -0.357 -1.438 -0.3621 -0.0108 0.0296
C 0.912 -1.527 -2.168 -0.1536 -0.0946 -0.0146
H -0.442 -8.092 -3.739 0.0186 -0.0699 -0.0406
H -1.882 -7.170 -3.281 -0.0781 -0.0549 0.0142
H -0.710 -7.626 -2.053 -0.0406 -0.0737 0.0578
H -0.179 -5.688 -4.360 0.0980 0.0543 0.0112
H 0.996 -6.145 -3.120 0.0313 0.0788 -0.0738
H 0.848 -3.742 -3.278 -0.1624 -0.1280 0.0973
H -1.762 -3.057 -0.774 -0.0138 -0.0215 0.0133
H -1.770 -0.972 0.527 -0.0775 0.0247 0.1111
H 2.973 0.903 1.554 -0.1775 -0.0680 0.0734
H 1.860 0.328 2.793 0.0694 0.0781 -0.1684
H 3.813 -0.739 -0.112 0.1276 0.2573 -0.0485
H 1.623 -5.145 0.136 0.0531 -0.1139 -0.0909
H -0.347 -5.446 1.606 -0.0507 -0.0942 -0.0085
H -1.181 -3.615 2.988 -0.0764 -0.0049 0.0581
H -0.124 -1.380 2.928 -0.0892 0.0819 0.0671
H -1.882 1.341 -0.463 0.2526 0.1763 0.0411
H 0.475 3.785 0.473 -0.1305 -0.0989 -0.1058
H 2.191 6.579 -0.790 0.0471 0.0740 -0.0556
H 2.412 5.141 0.211 0.1174 -0.0633 0.0716
H 1.038 6.213 0.495 -0.0651 0.0737 0.1080
H 2.226 5.114 -2.912 0.0915 0.1050 -0.0833
H 2.486 3.707 -1.873 0.1073 -0.0522 0.0561
H 1.124 3.734 -3.005 -0.0072 -0.0468 -0.0814
H 0.244 6.641 -2.492 0.0637 0.1328 -0.0641
H -0.855 5.257 -2.566 -0.0514 0.0185 -0.0633
H -0.855 6.313 -1.148 -0.0637 0.0818 0.0945
H -1.675 0.738 2.569 0.0606 -0.2157 0.0560
H -2.800 2.182 4.439 -0.0285 -0.1232 0.2059
H -2.128 4.600 0.692 0.0670 0.1608 -0.1898
H 1.639 0.414 -1.637 0.0740 0.1058 -0.0231
H 1.661 -1.678 -2.931 0.1150 -0.0422 -0.0672
```
Positions in Å, forces in eV/Å.

Output
* 2S+1: 1
* frontier orbital gap: 8.94 eV
* E_tot: -53969.76976 eV
* charge: 0
* LUMO energy: 0.5505 eV
* max |F|: 0.8 eV/Å

Okay, here come the Löwdin numbers, in e, for every atom: -0.0990, -0.1683, -0.4728, 0.0784, 0.1338, -0.2201, 0.0068, -0.0097, -0.2298, 0.0726, -0.3948, 0.0526, -0.0110, -0.0283, -0.1593, 0.1360, -0.2396, -0.0150, -0.0830, -0.0822, -0.0279, -0.1809, -0.1091, -0.4420, 0.0717, 0.1307, -0.5811, -0.0331, -0.0311, -0.0309, -0.2891, -0.1418, -0.4006, 1.0028, -0.3601, -0.0103, -0.0132, 0.0714, 0.0775, 0.0760, 0.1183, 0.1170, 0.1438, 0.1068, 0.1242, 0.1428, 0.1475, 0.1339, 0.1128, 0.1049, 0.1036, 0.1069, 0.1643, 0.1069, 0.0867, 0.0845, 0.0865, 0.0830, 0.0808, 0.0770, 0.0842, 0.0762, 0.0812, 0.1009, 0.0618, 0.0716, 0.1274, 0.1180

***

[3]
The following is a quantum chemistry calculation of 2 unconnected molecules or ions with the total composition C4H14N, from OMol25.

XYZ file:
```
19
Properties=species:S:1:pos:R:3:forces:R:3
C -1.351 0.155 2.041 -0.3072 1.3307 1.1733
C -2.002 -0.800 1.109 1.4163 -2.3034 -1.6372
N -0.132 0.925 1.498 0.1279 -0.5481 0.2503
H -2.096 0.935 2.328 0.7981 -0.5510 0.0694
H -0.918 -0.342 2.893 -0.4622 -0.1015 0.6200
H -2.081 -0.407 0.090 -0.5703 0.2713 0.1908
H -2.958 -1.181 1.482 0.1256 0.5412 -0.0477
H -0.023 1.876 1.900 -0.5573 -0.3941 -0.8741
H 0.752 0.480 1.749 -0.0741 -0.4106 0.1075
H -0.161 0.828 0.486 0.0785 1.0060 -0.3803
H -1.387 -1.747 0.928 -0.5457 1.1876 0.5326
C 1.850 -0.288 -1.334 -2.0905 1.6309 -1.3866
C 1.264 0.027 -2.752 0.8353 -0.9747 0.3653
H 2.199 0.659 -0.995 0.8226 0.9503 0.3046
H 0.992 -0.411 -0.658 0.5329 -1.5202 0.1463
H 2.706 -0.923 -1.429 -0.0971 -0.9812 0.6692
H 0.917 -0.832 -3.322 0.8209 -0.6231 0.0446
H 2.115 0.512 -3.247 -0.8668 0.1720 -0.5479
H 0.316 0.534 -2.765 0.0129 1.3178 0.4000
```
Positions in Å, forces in eV/Å.

Output
* 2S+1: 1
* frontier orbital gap: 11.08 eV
* E_tot: -5857.56638 eV
* charge: +1
* ΔE to the lowest compared entry with this formula, charge and spin: 29.68 kcal per mole
* LUMO energy: -3.7464 eV
* max |F|: 3.2 eV/Å

Okay, here come the Löwdin numbers, in e, for every atom: -0.1896, -0.0876, 0.1917, 0.1451, 0.1230, 0.0859, 0.1009, 0.1883, 0.1635, 0.1259, 0.1147, -0.1438, -0.1440, 0.0411, 0.0236, 0.0719, 0.0635, 0.0767, 0.0491

***

[4]
The following is a quantum chemistry calculation of 2 unconnected molecules or ions with the total composition C26H48FN2O6, from OMol25.

XYZ file:
```
83
Properties=species:S:1:pos:R:3:forces:R:3
C -5.806 -3.547 0.314 0.2460 -0.1273 0.1727
C -5.857 -4.753 1.216 -0.4671 -0.2582 0.4616
O -6.879 -5.295 1.542 0.4672 0.0801 -0.3444
O -4.633 -5.167 1.669 0.2056 0.2340 -0.5863
C -4.332 -6.555 1.422 -0.4027 -0.1523 0.2839
C -3.795 -6.778 0.014 0.4112 -0.2192 0.0322
C -2.266 -6.704 -0.071 -0.0487 0.4174 0.2718
C -1.768 -5.267 -0.251 0.1394 0.0064 -0.0529
C -1.824 -4.746 -1.707 0.0481 0.0206 0.3326
C -0.461 -4.282 -2.274 -0.6909 0.2933 -0.0696
C -0.419 -2.779 -2.636 0.4698 -0.0869 -0.0672
C 0.778 -2.015 -2.020 -0.3371 -0.0459 -0.1250
C 0.393 -1.221 -0.804 0.1905 -0.1020 -0.0245
C -0.414 -1.786 0.144 -0.1490 -0.1434 0.0976
N -0.818 -1.097 1.227 0.0264 -0.0910 -0.0092
C -0.469 0.181 1.448 -0.1107 -0.0038 0.2244
C -1.004 0.864 2.682 -0.4727 -0.0146 -0.1956
C -1.638 2.211 2.366 0.0132 -0.3199 -0.1045
F 0.032 0.995 3.584 0.0358 -0.0161 0.0579
C 0.343 0.795 0.541 0.1057 0.2358 -0.0510
C 0.804 0.102 -0.574 0.1332 0.0933 -0.1175
O 1.607 0.745 -1.428 0.0697 0.0554 0.1273
C 3.005 0.317 -1.401 0.0538 0.0142 -0.0726
C 3.893 1.478 -1.813 0.2644 0.0206 0.1210
N 4.622 2.002 -0.661 0.0038 0.0102 -0.4662
C 5.812 2.775 -1.024 -0.1707 0.2172 0.1971
C 6.785 2.834 0.141 0.4311 0.0146 0.0595
C 7.621 1.555 0.310 -0.3280 0.0278 0.1140
O 6.024 3.148 1.305 -0.1374 0.0745 -0.0637
H -6.400 -3.767 -0.569 -0.1705 0.0894 0.0110
H -6.234 -2.698 0.842 -0.1017 0.0912 -0.0884
H -4.788 -3.323 0.006 0.0605 0.0513 0.0544
H -3.612 -6.845 2.183 0.1038 0.0287 0.0119
H -5.230 -7.148 1.589 -0.1134 0.0976 0.0287
H -4.123 -7.762 -0.319 -0.1010 -0.0122 -0.0579
H -4.228 -6.031 -0.654 -0.1852 -0.1114 -0.1344
H -1.875 -7.331 -0.871 -0.0056 -0.0277 -0.0808
H -1.852 -7.079 0.866 0.0271 -0.2200 -0.0252
H -2.365 -4.624 0.402 -0.0174 0.0177 0.0757
H -0.740 -5.206 0.114 0.0767 -0.0206 -0.0101
H -2.524 -3.912 -1.747 -0.1031 -0.0004 -0.1619
H -2.240 -5.525 -2.344 -0.0547 -0.0368 -0.0392
H 0.320 -4.496 -1.546 0.1374 -0.1696 -0.0664
H -0.265 -4.852 -3.178 0.3019 -0.1050 0.0537
H -1.351 -2.293 -2.351 -0.0613 0.0669 0.0035
H -0.338 -2.667 -3.715 -0.1039 -0.0285 -0.0692
H 1.208 -1.351 -2.763 0.0737 0.1136 0.0573
H 1.540 -2.739 -1.730 0.2008 0.0538 -0.0858
H -0.761 -2.805 0.062 -0.1132 -0.0438 0.0606
H -1.414 -1.563 1.898 -0.0093 -0.0187 0.0644
H -1.761 0.207 3.122 0.1012 -0.0816 0.1858
H -2.000 2.202 1.340 -0.0381 0.1744 -0.0498
H -0.903 3.003 2.474 -0.0029 0.1117 -0.0456
H -2.492 2.388 3.011 0.0886 0.1591 0.1790
H 0.626 1.825 0.702 0.0742 0.0652 -0.0874
H 3.136 -0.542 -2.057 -0.1500 -0.0205 -0.0854
H 3.265 0.029 -0.384 -0.0097 -0.0212 0.0661
H 3.296 2.236 -2.331 -0.1110 -0.0493 -0.1120
H 4.624 1.105 -2.529 0.0562 -0.0019 -0.0393
H 4.012 2.636 -0.160 0.0277 -0.1590 0.3196
H 5.555 3.798 -1.320 -0.0362 0.0340 -0.0649
H 6.314 2.312 -1.872 -0.0027 -0.0881 -0.0526
H 7.473 3.662 -0.054 -0.0165 0.0666 -0.0916
H 7.360 0.812 -0.441 0.0483 -0.0774 -0.0397
H 7.421 1.114 1.285 0.0038 -0.0420 0.0528
H 8.685 1.768 0.244 0.0727 -0.0355 -0.0451
H 6.630 3.416 1.999 0.0224 0.0125 0.0715
C -2.132 7.924 0.912 0.0149 0.0340 0.0134
O -0.726 7.938 0.738 -0.0381 -0.0982 -0.0739
C -0.036 7.004 1.545 0.0403 0.1741 -0.0282
C 0.363 5.773 0.761 -0.0254 -0.1468 0.0810
O -0.766 5.027 0.322 0.0477 -0.0498 -0.0127
C -1.095 5.258 -1.039 -0.0422 -0.0176 0.0131
H -2.565 8.503 0.099 0.0192 0.0331 0.0102
H -2.533 6.908 0.876 -0.0013 -0.0032 0.0059
H -2.410 8.388 1.863 -0.0189 -0.0318 0.0125
H -0.642 6.720 2.412 -0.0085 -0.0250 0.0025
H 0.872 7.491 1.912 -0.0005 -0.0230 0.0285
H 0.959 5.121 1.408 0.0173 0.0205 -0.0013
H 0.984 6.060 -0.093 0.0012 0.0202 -0.0134
H -0.378 4.761 -1.702 0.0157 0.0372 -0.0123
H -1.117 6.324 -1.270 0.0033 0.0032 -0.0028
H -2.085 4.839 -1.212 0.0059 -0.0240 0.0109
```
Positions in Å, forces in eV/Å.

Output
* 2S+1: 1
* frontier orbital gap: 7.62 eV
* E_tot: -45715.29235 eV
* charge: +1
* LUMO energy: -3.6273 eV
* max |F|: 0.8 eV/Å

Okay, here come the Löwdin numbers, in e, for every atom: 0.0219, -0.5241, 0.1326, -0.0459, -0.1599, -0.1566, -0.1948, -0.2186, -0.1891, -0.1789, -0.1702, -0.1147, -0.0893, 0.0496, 0.1673, -0.1361, -0.3130, 0.0002, 0.0291, 0.1225, -0.1952, -0.0219, -0.1130, -0.1865, -0.0485, -0.1922, -0.4221, -0.0351, -0.0484, 0.0955, 0.0911, 0.0627, 0.1257, 0.1222, 0.1192, 0.1165, 0.1145, 0.1084, 0.0921, 0.0991, 0.0943, 0.1108, 0.0972, 0.1113, 0.1054, 0.1134, 0.1137, 0.1307, 0.1337, 0.1839, 0.1474, 0.0927, 0.0880, 0.0910, 0.1539, 0.1161, 0.1361, 0.1299, 0.1201, 0.1131, 0.1233, 0.1185, 0.1351, 0.0704, 0.0783, 0.0742, 0.0937, -0.1043, -0.1849, -0.2070, -0.2060, -0.2178, -0.1035, 0.0919, 0.0815, 0.0913, 0.1270, 0.1293, 0.1195, 0.1273, 0.0862, 0.0878, 0.0889